20
Properties=species:S:1:pos:R:3:forces:R:3:nbo_charge:R:1 method="wB97M-V/def2-TZVPD" multiplicity=1 homo_ev=-8.60 lumo_ev=0.8158 smiles="CNC[C@@H](N)CC=O" gap_ev=9.41
C 1.077 -0.557 2.499 1.0 -2.4 -3.4 -0.41
N 0.455 -1.370 1.321 0.4 -1.4 -0.2 -0.67
C 0.829 -1.032 -0.167 -0.4 2.4 2.8 -0.23
C 0.039 0.450 -0.380 -0.2 -2.7 -1.2 -0.02
N 0.865 1.489 -0.993 -1.3 -0.3 2.5 -0.85
C -1.288 0.005 -1.168 2.0 -1.6 2.4 -0.55
C -2.076 1.110 -1.553 -3.0 0.6 -0.7 0.42
O -2.658 1.823 -0.765 0.6 0.7 -0.2 -0.53
H 0.988 0.452 2.200 -0.5 1.2 0.4 0.20
H 0.750 -0.853 3.474 -0.9 0.0 0.2 0.21
H 2.138 -0.782 2.462 0.5 0.2 0.3 0.17
H 0.583 -2.421 1.462 0.0 2.1 -0.1 0.35
H 0.354 -1.893 -0.775 1.2 1.7 0.8 0.21
H 1.969 -0.781 -0.310 -2.0 -1.0 0.0 0.19
H -0.349 0.838 0.537 0.3 0.0 0.8 0.20
H 0.423 2.398 -1.026 0.1 -0.2 -0.2 0.38
H 1.301 1.218 -1.805 1.0 -0.5 -2.3 0.36
H -2.065 -0.493 -0.449 2.0 0.1 -1.1 0.27
H -0.913 -0.635 -1.976 -0.8 0.1 0.0 0.21
H -2.420 1.034 -2.588 0.0 0.9 -0.8 0.10

19
Properties=species:S:1:pos:R:3:forces:R:3:nbo_charge:R:1 method="wB97M-V/def2-TZVPD" multiplicity=1 total_charge=+1 homo_ev=-14.18 lumo_ev=-3.3203 smiles="C=CC[C@@H]([NH3+])CO" gap_ev=10.86
C 0.011 -1.484 -2.219 -0.4 -0.7 -0.3 -0.41
C 0.779 -0.473 -1.852 0.0 1.1 0.9 -0.19
C 0.264 0.618 -0.907 -0.5 -0.5 -0.2 -0.48
C -0.683 0.155 0.210 0.6 0.6 0.0 -0.07
N -0.074 -1.050 0.857 0.2 -0.4 -0.4 -0.69
C -0.710 1.246 1.292 0.8 0.0 0.9 -0.09
O 0.518 1.129 2.063 -0.5 -0.3 -0.2 -0.75
H -1.008 -1.569 -1.847 0.0 0.2 0.1 0.18
H 0.212 -2.301 -2.910 0.6 0.4 0.1 0.24
H 1.802 -0.242 -2.136 -0.1 -0.7 -0.5 0.24
H 1.055 1.224 -0.465 0.3 -0.3 0.0 0.24
H -0.327 1.316 -1.484 -0.1 0.3 -0.3 0.26
H -1.688 -0.095 -0.134 0.2 0.0 0.0 0.24
H -0.700 -1.477 1.535 0.2 -0.1 0.2 0.44
H 0.223 -1.754 0.168 -0.3 0.2 -0.2 0.46
H 0.789 -0.712 1.294 -0.1 0.1 0.6 0.46
H -1.566 1.181 1.958 -0.2 -0.1 -0.1 0.20
H -0.664 2.230 0.848 -0.4 0.2 -0.4 0.22
H 0.326 1.193 3.007 0.0 0.1 -0.2 0.50

9
Properties=species:S:1:pos:R:3:forces:R:3:nbo_charge:R:1 method="wB97M-V/def2-TZVPD" multiplicity=1 total_charge=-1 homo_ev="-4.17 / -4.17" lumo_ev="3.5202 / 3.5206" gap_ev="7.69 / 7.69"
C 1.791 0.009 0.241 -0.7 -2.2 3.3 -0.55
C 0.739 0.446 -0.377 -3.0 1.1 -2.7 -0.33
O -1.977 -1.070 -1.169 0.3 -0.1 0.3 -0.94
O -1.551 -1.137 1.292 -0.2 1.2 -1.6 -0.94
S -2.644 1.426 0.080 0.6 -1.1 0.4 -0.61
S -1.664 -0.344 0.047 1.9 1.0 0.5 1.84
H 2.800 0.162 0.031 1.6 0.7 -0.8 0.17
H 1.719 -0.644 1.208 -0.3 1.0 -1.8 0.19
H 0.787 1.152 -1.354 -0.2 -1.7 2.3 0.17

18
Properties=species:S:1:pos:R:3:forces:R:3:nbo_charge:R:1 method="wB97M-V/def2-TZVPD" multiplicity=1 homo_ev=-9.02 lumo_ev=0.9179 smiles="N/C=N/CCCN" gap_ev=9.93
N -1.397 2.475 0.265 -0.3 -0.4 -0.3 -0.82
C -0.990 1.144 0.064 -0.2 1.3 0.4 0.26
N -0.798 0.750 -1.129 -0.1 -1.5 1.4 -0.48
C -0.546 -0.733 -1.201 0.5 1.1 -0.2 -0.24
C 0.868 -1.143 -0.737 -0.3 -1.9 0.1 -0.44
C 0.895 -1.527 0.785 -1.1 -1.3 -0.7 -0.23
N 1.940 -0.867 1.528 -0.3 1.5 0.9 -0.82
H -2.019 2.708 -0.500 0.3 0.5 0.0 0.38
H -1.850 2.686 1.142 0.2 -0.2 0.1 0.37
H -0.868 0.616 1.043 0.0 -0.1 -1.0 0.15
H -0.736 -0.950 -2.256 0.2 -0.4 0.3 0.20
H -1.253 -1.268 -0.555 -0.1 0.0 -0.4 0.17
H 1.128 -2.089 -1.245 0.0 0.5 -0.2 0.22
H 1.624 -0.411 -1.029 -0.1 0.0 0.3 0.22
H -0.142 -1.510 1.125 -0.3 1.8 0.6 0.16
H 0.878 -2.619 1.044 1.4 0.2 -1.1 0.18
H 2.165 0.025 1.085 0.1 -0.4 -0.4 0.35
H 1.529 -0.488 2.383 0.3 -0.6 0.3 0.35

9
Properties=species:S:1:pos:R:3:forces:R:3:nbo_charge:R:1 method="wB97M-V/def2-TZVPD" multiplicity=1 homo_ev=-11.68 lumo_ev=-2.6194 smiles="N#CC1=NC(=O)C=N1" gap_ev=9.06
N 3.430 -0.380 0.285 -10.8 -1.9 -2.7 -0.19
C 2.192 -0.572 -0.004 10.0 2.0 3.0 0.21
C 0.745 -0.415 -0.032 0.5 0.8 -1.4 0.25
N -0.085 -1.317 -0.388 -2.2 2.1 2.1 -0.36
C -1.460 -0.461 -0.072 -4.4 -2.9 2.0 0.59
O -2.615 -0.872 0.414 7.8 2.4 -3.5 -0.43
C -0.952 0.967 -0.162 1.3 3.0 1.8 -0.01
N 0.338 1.111 0.083 -3.4 -3.3 -1.0 -0.31
H -1.594 1.940 -0.124 0.9 -2.2 -0.3 0.25

21
Properties=species:S:1:pos:R:3:forces:R:3:nbo_charge:R:1 method="wB97M-V/def2-TZVPD" multiplicity=1 homo_ev="-8.86 / -8.86" lumo_ev="-1.8554 / -1.8535" gap_ev="7.00 / 7.00"
O 1.891 -2.195 -1.934 0.2 1.2 0.0 -0.50
C 1.310 -2.498 -0.917 0.9 -2.1 -2.3 0.36
C 0.919 -1.643 0.172 -1.0 3.1 1.3 -0.06
Cl 0.697 -2.441 1.650 0.0 -0.7 0.2 0.11
C 0.689 -0.274 0.073 0.6 -1.3 -0.1 -0.12
C 1.080 0.439 -1.136 0.1 -0.1 1.2 -0.16
C 1.107 1.770 -1.119 -0.6 -0.2 -1.1 -0.25
C 0.780 2.529 0.015 -1.1 2.9 3.0 -0.14
C 0.232 1.973 1.140 0.8 1.6 -0.8 -0.30
C 0.056 0.568 1.208 0.2 -2.4 -0.1 0.49
O -0.567 0.015 2.099 0.2 0.5 0.2 -0.53
H 1.104 -3.584 -0.929 -0.6 0.2 1.3 0.15
H 1.526 -0.001 -1.992 -0.3 -0.9 -0.5 0.25
H 1.159 2.196 -2.090 0.8 0.9 -0.5 0.22
H 0.903 3.687 0.101 -0.1 -2.2 -0.8 0.23
H -0.078 2.545 2.026 0.2 -0.2 -0.6 0.24
C -2.537 -0.297 0.014 0.2 -1.4 -0.3 -0.07
N -2.425 -1.427 0.538 0.7 -1.6 0.9 -0.61
H -1.953 -0.245 -0.916 -0.8 0.9 0.0 0.17
H -3.133 0.445 0.489 -0.1 1.3 -0.1 0.16
H -2.761 -1.563 1.508 -0.4 0.5 -0.9 0.35

37
Properties=species:S:1:pos:R:3:forces:R:3:nbo_charge:R:1 method="wB97M-V/def2-TZVPD" multiplicity=1 homo_ev=-8.46 lumo_ev=-1.3839 gap_ev=7.08
Ti -0.159 -0.336 -0.914 0.0 -0.3 0.2 0.52
S 1.545 -2.154 2.993 0.1 0.1 0.1 -0.69
Sb 0.823 -2.717 0.974 0.1 -0.1 0.0 1.38
S -1.351 -1.604 0.477 0.1 0.1 -0.2 -0.43
S 1.891 -1.145 -0.707 -0.2 0.2 0.0 -0.52
S 0.851 -4.776 0.131 0.0 0.0 -0.1 -0.71
C 1.900 1.796 -3.009 0.0 0.0 0.0 -0.77
Se -0.006 1.429 -3.150 0.1 0.0 0.1 0.47
C 0.041 0.247 -4.702 0.0 0.0 -0.1 -0.59
C 0.258 -1.205 -4.328 0.1 0.0 0.0 -0.57
Se -1.055 -1.681 -2.973 -0.3 -0.1 -0.1 0.47
C -0.594 -3.548 -2.768 0.0 0.0 0.0 -0.76
H 2.210 2.327 -3.905 0.0 0.0 0.0 0.23
H 2.465 0.876 -2.874 0.0 0.0 0.0 0.24
H 2.011 2.431 -2.133 0.0 0.0 0.0 0.26
H 0.824 0.616 -5.365 0.0 0.0 0.0 0.25
H -0.917 0.388 -5.202 0.0 0.0 0.0 0.24
H 1.245 -1.387 -3.900 0.0 0.0 0.0 0.24
H 0.107 -1.866 -5.182 0.0 0.0 0.0 0.24
H 0.460 -3.638 -2.515 0.0 0.0 0.0 0.26
H -0.847 -4.040 -3.704 0.0 0.0 0.0 0.23
H -1.183 -3.941 -1.944 0.0 0.0 0.0 0.27
O -0.069 1.091 6.628 -0.1 0.1 -0.1 -0.66
C -1.077 1.570 5.865 0.0 -0.1 0.1 0.78
O -2.092 1.936 6.387 0.0 0.0 0.0 -0.56
C -0.861 1.612 4.382 0.0 0.0 0.0 -0.20
C 0.250 1.074 3.744 0.0 0.0 0.0 -0.17
C 0.379 1.143 2.366 0.0 0.0 0.0 -0.16
C -0.623 1.733 1.614 -0.1 0.0 -0.1 -0.16
S -0.544 1.816 -0.162 0.0 0.1 0.1 -0.14
C -1.744 2.275 2.242 0.0 0.0 0.0 -0.23
C -1.858 2.215 3.617 0.0 0.0 0.0 -0.14
H 0.691 0.869 6.079 0.0 0.0 0.0 0.48
H 1.030 0.546 4.279 0.0 0.0 0.0 0.21
H 1.245 0.700 1.889 0.0 0.0 0.0 0.23
H -2.524 2.731 1.648 0.0 0.0 0.0 0.22
H -2.724 2.618 4.124 0.0 0.0 0.0 0.24

11
Properties=species:S:1:pos:R:3:forces:R:3:nbo_charge:R:1 method="wB97M-V/def2-TZVPD" multiplicity=1 total_charge=-1 homo_ev=-3.80 lumo_ev=3.8036 smiles="O=C([O-])N[C@H]1CO1" gap_ev=7.61
O -2.838 -0.044 0.637 1.1 -0.1 -0.3 -0.81
C -1.666 0.436 0.563 -2.2 0.7 0.6 0.84
O -1.132 1.201 1.432 0.3 -1.1 -1.4 -0.82
N -1.004 0.213 -0.702 5.5 3.0 3.3 -0.73
C 0.695 0.380 -0.337 -5.7 -1.3 -1.6 0.25
C 1.500 -0.705 0.083 1.5 -1.2 1.6 -0.15
O 1.624 -0.122 -1.191 0.5 0.1 -2.2 -0.50
H -1.303 -0.487 -1.289 -0.6 -2.2 -1.0 0.36
H 0.696 1.318 0.042 0.5 2.8 0.9 0.20
H 2.457 -0.535 0.668 -1.5 -0.5 -0.2 0.17
H 0.970 -1.655 0.094 0.5 -0.2 0.2 0.18

no.,DFT total energy (Ha)
1,-382.35803
2,-327.43047
3,-1024.80650
4,-323.22303
5,-392.37482
6,-1013.04906
7,-8462.28248
8,-397.16872